(1)
{
  "formula": "C4H12O3",
  "method": "wB97M-V/def2-TZVPD",
  "total_energy_ev": -10483.82954,
  "smiles": "CC(C)C=O.O.O",
  "relative_energy_kj_mol": 126.3,
  "species": ["C", "C", "C", "C", "O", "H", "H", "H", "H", "H", "H", "H", "H", "O", "H", "H", "O", "H", "H"],
  "coordinates": [[0.870674, 1.367300, -0.203435], [1.213444, -0.078735, 0.132027], [2.747634, -0.208467, 0.434930], [0.733048, -1.001267, -0.979080], [-0.137848, -0.683766, -1.785462], [1.131230, 1.553150, -1.245227], [1.333953, 2.101091, 0.562727], [-0.254060, 1.428820, 0.043536], [0.777761, -0.466674, 1.005593], [3.130996, 0.107511, 1.422787], [3.379109, 0.431492, -0.337343], [3.013505, -1.269316, 0.194036], [1.299489, -1.963160, -0.937855], [-2.132550, 1.878378, 2.057365], [-1.507065, 1.297195, 1.606665], [-1.690832, 2.501535, 2.522155], [-2.547076, -1.680873, -0.275877], [-3.415333, -1.145798, -0.239608], [-2.047760, -1.158741, -0.872327]],
  "atomic_forces_ev_per_a": [[-1.82, 0.42, 2.78], [2.33, 1.09, -0.95], [1.15, 0.03, -2.71], [-0.39, 0.96, -0.39], [1.64, -1.04, 1.34], [-0.27, 0.43, 0.25], [-0.38, -1.16, -1.53], [1.50, 0.48, -1.26], [-1.20, -0.30, 1.37], [-0.76, -0.35, -0.36], [-1.35, -1.20, 1.39], [0.24, 0.73, 0.65], [-0.67, -0.09, -0.62], [-2.39, -3.26, -2.42], [-0.07, 0.32, 0.32], [2.40, 2.91, 2.16], [-3.04, 0.80, 1.02], [1.95, -1.46, 0.11], [1.12, 0.69, -1.14]]
}



(2)
{
  "formula": "C4H12O3",
  "method": "wB97M-V/def2-TZVPD",
  "total_energy_ev": -10482.94175,
  "smiles": "C[C@H](O)CCO.O",
  "relative_energy_kj_mol": 212.0,
  "species": ["C", "C", "O", "C", "C", "O", "H", "H", "H", "H", "H", "H", "H", "H", "H", "H", "O", "H", "H"],
  "coordinates": [[0.344441, -1.521751, -1.725531], [0.353642, -0.025629, -1.544816], [1.712714, 0.674621, -1.629307], [-0.466011, 0.413298, -0.196099], [0.126935, 1.529189, 0.681637], [-0.969265, 2.082527, 1.493725], [0.728721, -2.082057, -2.588002], [-0.505871, -2.093286, -1.421545], [1.181972, -1.704588, -0.904167], [0.000791, 0.414813, -2.589377], [2.375233, 0.503391, -0.891214], [-1.342936, 0.775175, -0.613580], [-0.548239, -0.519179, 0.247430], [0.843329, 1.115862, 1.372378], [0.633366, 2.313205, 0.095530], [-0.983755, 3.079655, 1.452947], [-0.843078, -1.876774, 2.977038], [-1.032432, -0.974481, 3.291035], [-1.609557, -2.103990, 2.491917]],
  "atomic_forces_ev_per_a": [[3.89, -0.99, 2.71], [0.35, 3.15, -2.37], [-0.24, -1.43, 1.15], [3.03, 0.84, -2.83], [-0.88, 0.23, -0.02], [0.57, 1.15, -0.57], [0.01, 1.18, -0.36], [-0.93, 0.29, 0.51], [-1.56, -0.70, -1.26], [-0.09, -0.32, 2.53], [-1.66, -0.21, -1.08], [-2.11, 0.43, -0.28], [-0.66, -1.40, 1.65], [0.39, -0.13, 0.28], [-0.38, -0.35, 0.06], [0.26, -1.79, -0.09], [1.04, 1.01, 0.92], [0.21, -0.47, -0.14], [-1.25, -0.49, -0.82]]
}



(3)
{
  "formula": "C4H12O4",
  "method": "wB97M-V/def2-TZVPD",
  "total_energy_ev": -12531.00984,
  "smiles": "O=CCCCO.O.O",
  "relative_energy_kj_mol": 200.9,
  "species": ["O", "C", "C", "C", "C", "O", "H", "H", "H", "H", "H", "H", "H", "H", "O", "H", "H", "O", "H", "H"],
  "coordinates": [[-0.066790, -0.094849, -2.584843], [-1.027273, 0.582604, -2.312367], [-1.726861, 0.610308, -0.914983], [-0.690099, 0.358783, 0.189322], [-1.421042, 0.110574, 1.520024], [-0.717758, -0.596003, 2.556421], [-1.600895, 0.920303, -3.168394], [-2.582091, -0.114667, -1.017112], [-2.379289, 1.501125, -0.773764], [-0.204065, -0.558083, -0.173186], [0.068423, 1.111763, 0.429634], [-1.837378, 1.032558, 1.898428], [-2.334650, -0.497250, 1.386220], [0.225412, -0.601936, 2.191998], [3.400170, 1.210897, -1.087745], [3.801340, 0.351213, -0.902326], [2.556497, 0.858261, -1.441160], [2.492261, -1.882969, 1.395440], [1.613693, -1.463986, 1.411737], [2.430398, -2.838646, 1.396659]],
  "atomic_forces_ev_per_a": [[0.44, 0.53, 0.80], [-1.17, -1.55, 0.38], [0.03, 1.27, -1.01], [-1.10, -1.38, 0.95], [-1.50, -1.17, 0.02], [2.57, 0.64, -1.76], [-0.47, 0.95, -0.24], [1.25, -0.24, 0.34], [0.99, 0.10, -0.17], [0.28, 0.11, 0.49], [-0.19, 0.24, -0.91], [0.34, 0.66, 0.31], [0.33, 0.05, -0.47], [-1.85, -0.03, 1.44], [-0.93, -1.10, -0.34], [0.53, 0.26, 0.28], [0.31, 0.78, 0.06], [0.09, 0.92, -0.04], [0.62, -0.99, -0.16], [-0.55, -0.05, 0.03]]
}



(4)
{
  "formula": "C4H12OS",
  "method": "wB97M-V/def2-TZVPD",
  "total_energy_ev": -17225.02062,
  "smiles": "CCCCS.O",
  "relative_energy_kj_mol": 50.5,
  "species": ["C", "C", "C", "C", "S", "H", "H", "H", "H", "H", "H", "H", "H", "H", "H", "O", "H", "H"],
  "coordinates": [[0.186808, -0.169750, 2.309127], [0.501578, -1.069712, 1.118802], [-0.701991, -1.336911, 0.201204], [-0.303046, -1.276730, -1.286301], [-1.705071, -1.504105, -2.418277], [1.104705, 0.111568, 2.820857], [-0.658452, -0.545741, 2.887007], [-0.124400, 0.786384, 1.886491], [1.295283, -0.619461, 0.511538], [0.982641, -2.014959, 1.390581], [-1.215073, -2.272010, 0.400952], [-1.362744, -0.492443, 0.353143], [0.169202, -0.311691, -1.479895], [0.489990, -1.999873, -1.495483], [-2.580158, -1.842518, -1.459838], [2.956900, 5.310206, 1.842525], [3.217842, 4.696505, 1.142679], [3.771501, 5.800181, 2.006382]],
  "atomic_forces_ev_per_a": [[0.08, 0.43, -1.19], [0.57, -0.71, -0.44], [0.63, 0.76, -0.61], [0.52, -0.12, 0.49], [0.01, -0.02, 0.11], [-0.20, -0.52, 0.70], [0.47, -0.02, 0.44], [-0.35, 0.12, -0.02], [-0.15, 0.36, 0.05], [-0.29, -0.06, 0.38], [-0.10, -0.07, 0.23], [-0.65, -0.03, 0.08], [-0.28, 0.12, -0.06], [-0.26, -0.23, -0.05], [-0.01, -0.01, -0.12], [0.37, -0.12, -0.25], [-0.21, 0.06, 0.13], [-0.16, 0.05, 0.11]]
}



(5)
{
  "formula": "C4H12OS",
  "method": "wB97M-V/def2-TZVPD",
  "total_energy_ev": -17223.44201,
  "smiles": "CCCCS.O",
  "relative_energy_kj_mol": 202.9,
  "species": ["C", "C", "C", "C", "S", "H", "H", "H", "H", "H", "H", "H", "H", "H", "H", "O", "H", "H"],
  "coordinates": [[0.742630, 2.003825, -0.254804], [-0.693653, 1.216862, -0.377040], [-0.585460, -0.306168, 0.151037], [-1.343903, -0.501492, 1.507330], [-3.016041, -1.295367, 1.199482], [0.876764, 2.930487, -0.701280], [1.367593, 1.267246, -0.786368], [1.242168, 2.113185, 0.686914], [-1.506936, 1.790488, 0.207196], [-0.771157, 1.224415, -1.437412], [-0.943513, -1.030408, -0.575090], [0.528596, -0.241564, 0.135611], [-0.869967, -1.384211, 2.189565], [-1.697219, 0.475957, 1.906963], [-2.625417, -2.479401, 1.380577], [2.876454, -1.706254, -2.030676], [3.364063, -2.577212, -2.115747], [3.054999, -1.500389, -1.086257]],
  "atomic_forces_ev_per_a": [[-0.83, -3.68, 0.18], [0.56, 1.21, 2.28], [0.75, 2.67, 0.09], [0.15, -2.33, -0.18], [-0.50, 2.57, -0.40], [-0.53, 1.71, -1.28], [0.27, 0.56, -0.12], [-0.37, -0.26, 1.13], [0.99, -0.84, -1.39], [-1.04, 0.06, -0.80], [0.09, 0.12, -0.09], [-0.65, -1.54, 0.91], [-0.71, 3.03, -1.12], [1.13, -0.87, 0.51], [0.70, -2.42, 0.28], [1.19, -1.49, 1.01], [-0.90, 1.46, -0.12], [-0.30, 0.04, -0.87]]
}



(6)
{
  "formula": "C4H12OS2",
  "method": "wB97M-V/def2-TZVPD",
  "total_energy_ev": -28060.67497,
  "smiles": "CCSSCC.O",
  "relative_energy_kj_mol": 18.4,
  "species": ["C", "C", "S", "S", "C", "C", "H", "H", "H", "H", "H", "H", "H", "H", "H", "H", "O", "H", "H"],
  "coordinates": [[-0.920879, -1.919469, 0.922320], [0.385158, -1.670431, 1.676659], [1.021845, 0.007468, 1.442190], [1.417632, 0.138191, -0.570935], [-0.037415, 1.060652, -1.142148], [-0.004007, 1.152256, -2.670717], [-1.223705, -2.956103, 1.046573], [-0.827553, -1.743154, -0.151659], [-1.687569, -1.260887, 1.331968], [1.151420, -2.438950, 1.618405], [0.098301, -1.548744, 2.732164], [-0.902217, 0.457756, -0.902991], [-0.134761, 2.019350, -0.635990], [-0.795628, 1.812646, -3.013911], [-0.284433, 0.164853, -3.034145], [0.961056, 1.361348, -3.103371], [-3.116400, 0.997244, -0.420309], [-2.667936, 1.657687, 0.122650], [-3.885325, 0.802541, 0.129703]],
  "atomic_forces_ev_per_a": [[0.45, -0.20, -0.09], [-0.97, 0.72, 0.63], [0.48, -0.04, -0.38], [0.03, 0.24, 0.32], [-0.12, -0.34, -0.50], [-0.58, -0.74, 0.41], [-0.16, -0.12, 0.08], [0.07, 0.06, 0.09], [-0.04, -0.06, -0.18], [0.00, 0.06, -0.32], [0.26, -0.46, 0.01], [-0.19, 0.06, 0.28], [0.32, 0.07, -0.03], [0.21, 0.33, -0.13], [0.06, -0.12, -0.19], [0.28, 0.53, -0.04], [-0.25, 0.21, 0.53], [0.22, -0.01, -0.22], [-0.09, -0.19, -0.26]]
}